(a)
An isolated molecule of C2H4O3, computed with ωB97M-V/def2-TZVPD.

Values from the calculation:
- Charge: 0
- HOMO-LUMO gap: 10.81 eV
- Spin multiplicity: 1
- HOMO level: -10.1284 eV
- SMILES: O=COCO

Last column: Löwdin charge in e.
Element x y z (Å)
C: -0.231 -0.947 0.136  -0.251
C: -0.474 1.478 -0.017  -0.168
O: -0.987 0.020 -0.434  -0.103
O: 1.230 -0.452 0.182  -0.128
O: -1.050 2.428 -0.357  0.137
H: 1.614 -0.596 -0.694  0.092
H: -0.289 -1.891 -0.417  0.129
H: -0.415 -1.049 1.213  0.125
H: 0.601 1.010 0.389  0.167

***

(b)
A cluster of 2 separate species, C2H4O3 in total, computed with ωB97M-V/def2-TZVPD.

Values from the calculation:
- Charge: 0
- HOMO-LUMO gap: 10.65 eV
- Spin multiplicity: 1
- HOMO level: -10.6410 eV
- SMILES: O=CO.C=O

Last column: Löwdin charge in e.
Element x y z (Å)
O: 0.162 0.912 0.978  -0.053
C: -0.530 0.745 2.004  -0.048
H: 0.002 0.530 2.923  0.072
H: -1.675 0.992 2.091  0.119
O: -0.488 -1.503 -1.085  0.015
C: 0.281 -0.904 -1.843  -0.290
O: 1.043 0.276 -1.537  0.020
H: 0.472 -1.359 -2.896  0.155
H: 0.733 0.310 -0.635  0.009

***

(c)
An isolated molecule of C2H4O3, computed with ωB97M-V/def2-TZVPD.

Values from the calculation:
- Charge: 0
- HOMO-LUMO gap: 10.81 eV
- Spin multiplicity: 1
- HOMO level: -10.1192 eV
- SMILES: OO[C@H]1CO1

Last column: Löwdin charge in e.
Element x y z (Å)
C: -1.079 0.697 0.037  -0.025
C: 0.536 0.462 0.232  -0.271
O: -0.473 -0.275 0.942  -0.090
O: 1.469 -1.564 -0.595  -0.023
O: 1.281 -0.120 -0.771  -0.078
H: -1.802 1.434 0.591  0.133
H: -1.534 0.206 -0.795  0.079
H: 1.086 1.117 0.859  0.133
H: 0.517 -1.958 -0.501  0.144

***

Best to worst by energy: (b), (a), (c).

***

(a)
An isolated molecule of ClHNO2P, computed with ωB97M-V/def2-TZVPD.

Values from the calculation:
- Charge: 0
- HOMO-LUMO gap: 9.13 eV
- Spin multiplicity: 1
- HOMO level: -10.2846 eV
- SMILES: O=[N+]([O-])PCl

Last column: Löwdin charge in e.
Element x y z (Å)
N: -0.114 0.791 0.068  -0.613
O: 1.155 1.390 -0.027  -0.158
O: -1.135 1.363 0.240  0.064
P: 0.170 -0.790 -0.547  0.551
Cl: -1.365 -1.937 0.018  0.212
H: 1.289 -0.816 0.248  -0.057

***

(b)
An isolated molecule of ClHNO2P, computed with ωB97M-V/def2-TZVPD.

Values from the calculation:
- Charge: 0
- HOMO-LUMO gap: 9.70 eV
- Spin multiplicity: 1
- HOMO level: -10.7708 eV
- SMILES: O=[N+]([O-])PCl

Last column: Löwdin charge in e.
Element x y z (Å)
N: -0.273 -1.767 0.164  -0.656
O: -0.074 -1.885 -1.087  -0.060
O: -0.698 -2.658 0.881  0.020
P: 0.851 -0.575 0.720  0.619
Cl: 0.032 0.090 2.463  0.167
H: 0.376 0.578 0.123  -0.090

***

(c)
An isolated molecule of ClHNO2P, computed with ωB97M-V/def2-TZVPD.

Values from the calculation:
- Charge: 0
- HOMO-LUMO gap: 8.72 eV
- Spin multiplicity: 1
- HOMO level: -10.9729 eV
- SMILES: O=[N+]([O-])PCl

Last column: Löwdin charge in e.
Element x y z (Å)
N: 0.518 1.837 0.146  -0.697
O: 1.277 2.723 0.190  0.044
O: -0.478 1.778 -0.572  -0.026
P: 0.757 0.350 1.131  0.901
Cl: 2.556 -0.582 -0.271  -0.054
H: -0.194 -0.220 0.514  -0.168

***

Best to worst by energy: (b), (a), (c).

***

(a)
A structure of composition CdI, computed with ωB97M-V/def2-TZVPD.

Values from the calculation:
- Charge: +1
- HOMO-LUMO gap: 6.73 eV
- Spin multiplicity: 1
- HOMO level: -14.9391 eV

Last column: Löwdin charge in e.
Element x y z (Å)
Cd: -1.027 -0.243 -0.701  1.005
I: 1.027 0.243 0.701  -0.005

***

(b)
A structure of composition CdI, computed with ωB97M-V/def2-TZVPD.

Values from the calculation:
- Charge: +1
- HOMO-LUMO gap: 8.27 eV
- Spin multiplicity: 1
- HOMO level: -15.8178 eV

Last column: Löwdin charge in e.
Element x y z (Å)
Cd: -0.078 0.788 0.617  0.808
I: 0.078 -0.788 -0.617  0.192

***

Best to worst by energy: (a), (b).

***

(a)
A structure of composition C5H4, computed with ωB97M-V/def2-TZVPD.

Values from the calculation:
- Charge: 0
- HOMO-LUMO gap: 8.12 eV
- Spin multiplicity: 1
- HOMO level: -8.7270 eV

Last column: Löwdin charge in e.
Element x y z (Å)
C: 1.357 -0.931 0.192  0.139
C: 0.347 -0.709 1.082  -0.204
C: -0.482 0.432 -0.480  -0.159
C: -0.229 -1.037 -0.249  -0.178
C: 0.365 0.655 0.722  -0.045
H: -0.224 0.901 -1.410  0.119
H: -1.391 1.054 -0.442  0.132
H: -0.700 -1.892 -0.481  0.067
H: 0.957 1.527 1.066  0.128

***

(b)
An isolated molecule of C5H4, computed with ωB97M-V/def2-TZVPD.

Values from the calculation:
- Charge: 0
- HOMO-LUMO gap: 9.43 eV
- Spin multiplicity: 1
- HOMO level: -9.2147 eV
- SMILES: C#CC#CC

Last column: Löwdin charge in e.
Element x y z (Å)
C: -1.439 0.005 0.029  -0.068
C: -0.557 -1.151 0.008  -0.052
C: 0.608 -1.516 -0.018  -0.066
C: 1.615 -0.543 -0.033  -0.183
C: 2.045 0.589 -0.039  0.091
H: -2.034 0.118 0.936  0.082
H: -2.044 0.140 -0.870  0.082
H: -0.638 0.782 0.033  0.090
H: 2.444 1.575 -0.046  0.023

***

(c)
An isolated molecule of C5H4, computed with ωB97M-V/def2-TZVPD.

Values from the calculation:
- Charge: 0
- HOMO-LUMO gap: 10.31 eV
- Spin multiplicity: 1
- HOMO level: -9.3684 eV
- SMILES: C#CC#CC

Last column: Löwdin charge in e.
Element x y z (Å)
C: 2.502 0.047 0.003  -0.085
C: 1.075 -0.066 0.058  -0.085
C: -0.111 -0.056 -0.059  -0.050
C: -1.541 -0.148 -0.045  -0.133
C: -2.731 0.088 0.045  0.104
H: 2.680 0.942 -0.654  0.114
H: 2.996 0.333 0.886  0.065
H: 2.926 -0.826 -0.292  0.045
H: -3.762 0.359 0.048  0.026

***

(d)
An isolated molecule of C5H4, computed with ωB97M-V/def2-TZVPD.

Values from the calculation:
- Charge: 0
- HOMO-LUMO gap: 9.45 eV
- Spin multiplicity: 1
- HOMO level: -8.8125 eV
- SMILES: C#CC1=CC1

Last column: Löwdin charge in e.
Element x y z (Å)
C: 2.860 -0.086 0.087  0.123
C: 1.685 -0.138 -0.072  -0.144
C: -0.804 -1.036 -0.146  -0.086
C: 0.348 -0.365 -0.100  -0.132
C: -1.208 0.288 0.234  -0.093
H: 3.949 0.047 0.168  0.052
H: -1.417 -1.901 -0.350  0.095
H: -1.712 1.105 -0.468  0.111
H: -1.232 0.623 1.293  0.073

***

Best to worst by energy: (c), (d), (b), (a).

***

(a)
An isolated molecule of C2H4ClOP, computed with ωB97M-V/def2-TZVPD.

Values from the calculation:
- Charge: 0
- HOMO-LUMO gap (alpha / beta): 7.60 / 7.59 eV
- Spin multiplicity: 1
- HOMO level (alpha / beta): -9.4502 / -9.4449 eV

Last column: Löwdin charge in e.
Element x y z (Å)
C: 0.534 -0.117 -1.295  -0.163
C: -0.355 0.583 -0.299  -0.273
O: -1.731 0.494 2.050  -0.416
P: -0.547 0.032 1.361  0.637
Cl: -0.003 -1.719 2.855  0.008
H: 0.445 -1.234 -1.107  0.098
H: 0.304 0.183 -2.291  0.071
H: 1.468 0.216 -1.051  0.033
H: -0.116 1.561 -0.223  0.005

***

(b)
A cluster of 2 separate species, C2H4ClOP in total, computed with ωB97M-V/def2-TZVPD.

Values from the calculation:
- Charge: 0
- HOMO-LUMO gap (alpha / beta): 6.78 / 8.75 eV
- Spin multiplicity: 1
- HOMO level (alpha / beta): -8.4395 / -9.0146 eV

Last column: Löwdin charge in e.
Element x y z (Å)
C: 0.652 -0.597 -1.639  -0.643
C: -0.818 0.888 1.431  -0.554
O: -0.520 -0.764 -1.742  -0.130
P: 1.604 -0.521 -0.018  0.821
Cl: -1.691 0.974 0.020  0.635
H: 1.267 -0.183 -2.516  0.070
H: -0.627 1.763 2.096  0.029
H: -0.716 -0.074 1.867  -0.031
H: 0.849 -1.484 0.500  -0.199

***

Best to worst by energy: (a), (b).

***

(a)
A cluster of 2 separate species, C3H12NS in total, computed with ωB97M-V/def2-TZVPD.

Values from the calculation:
- Charge: +1
- HOMO-LUMO gap: 9.52 eV
- Spin multiplicity: 1
- HOMO level: -13.0391 eV

Last column: Löwdin charge in e.
Element x y z (Å)
C: -2.223 -0.181 -1.174  0.000
N: -1.045 -0.991 -0.690  0.111
H: -1.880 0.646 -1.767  0.095
H: -2.705 0.203 -0.279  0.107
H: -2.855 -0.827 -1.749  0.097
H: -0.423 -1.384 -1.395  0.164
H: -0.512 -0.442 0.026  0.021
H: -1.472 -1.771 -0.187  0.163
C: 1.250 -0.112 2.022  -0.390
S: 0.524 1.213 1.020  0.780
C: 1.619 1.169 -0.430  -0.380
H: 1.082 -1.124 1.669  0.032
H: 2.327 0.063 2.082  0.048
H: 0.872 0.027 3.035  0.042
H: 2.638 1.416 -0.169  0.047
H: 1.190 1.900 -1.110  0.039
H: 1.612 0.196 -0.903  0.024

***

(b)
A cluster of 2 separate species, C3H12NS in total, computed with ωB97M-V/def2-TZVPD.

Values from the calculation:
- Charge: +1
- HOMO-LUMO gap: 8.98 eV
- Spin multiplicity: 1
- HOMO level: -12.9083 eV

Last column: Löwdin charge in e.
Element x y z (Å)
C: 1.013 3.468 -0.756  0.070
N: -0.108 2.286 -0.968  0.091
H: 0.474 4.368 -0.545  0.079
H: 1.652 3.116 0.152  0.138
H: 1.385 3.344 -1.744  0.075
H: 0.295 1.504 -0.444  0.067
H: -0.352 1.871 -1.981  0.226
H: -0.996 2.416 -0.444  0.144
C: 0.979 -2.865 0.021  -0.154
C: 0.246 -1.956 0.899  -0.538
S: -1.198 -0.745 0.465  0.662
H: 1.175 -2.213 -0.940  0.117
H: 0.560 -3.779 -0.292  0.060
H: 1.943 -2.997 0.460  0.077
H: -0.030 -2.389 1.836  0.068
H: 1.011 -1.292 1.003  0.011
H: -0.632 0.094 1.291  -0.192

***

Best to worst by energy: (a), (b).